{"formula": "C5H15N3", "method": "ωB97M-V with the def2-TZVPD basis set", "relative_energy_ev": 7.6198, "e_tot_ev": -9891.5314, "elements": ["C", "N", "C", "C", "C", "N", "C", "N", "H", "H", "H", "H", "H", "H", "H", "H", "H", "H", "H", "H", "H", "H", "H"], "xyz": [[-0.62571, 0.82617, 1.23027], [0.58938, 0.33926, 0.67572], [0.42038, -0.65619, -0.20824], [-0.58421, -0.43210, -1.43687], [-0.21881, -1.46841, -2.45008], [-0.11902, -2.74737, -1.90148], [-0.39889, 1.72718, 2.44528], [0.56175, 1.11731, 3.37131], [-1.32570, 1.28942, 0.51732], [-1.24057, -0.00725, 1.61165], [1.58038, 1.25764, -1.84468], [1.36363, -1.01671, -0.61535], [-0.11021, -1.51509, 0.27040], [-1.59000, -0.57974, -1.08507], [-0.46054, 0.58978, -1.77726], [2.26839, 1.50841, -1.74020], [-1.11396, -1.49583, -3.12238], [0.57718, -1.09980, -3.11549], [0.31653, -3.34813, -2.60256], [0.08211, 2.62932, 2.04285], [-1.26857, 2.08830, 2.98318], [0.09769, 0.42613, 3.95376], [1.19877, 0.56771, 2.79795]], "atomic_forces_ev_per_a": [[-1.61, -0.41, 1.46], [-0.43, 0.79, -0.51], [0.69, -0.59, -0.08], [-0.12, 0.41, 0.06], [0.19, 0.04, -0.06], [-0.61, -0.07, -0.29], [1.68, 0.59, -0.63], [-0.28, -0.29, 0.06], [0.45, 0.17, -0.32], [0.03, -0.37, -0.11], [0.02, 0.02, -0.04], [0.07, 0.04, -0.04], [0.01, -0.41, -0.33], [-0.38, 0.04, 0.24], [-0.10, 0.15, -0.24], [0.07, 0.03, -0.02], [-0.07, 0.18, 0.18], [0.30, -0.28, 0.08], [0.40, -0.04, 0.34], [-0.02, 0.04, 0.20], [-0.39, -0.39, -0.16], [-0.10, 0.12, 0.06], [0.23, 0.24, 0.12]], "mulliken_charge": [-0.335, -0.355, -0.939, -0.571, -0.443, -0.636, -0.745, -0.641, 0.344, 0.334, -0.228, 0.506, 0.461, 0.320, 0.501, 0.215, 0.358, 0.391, 0.216, 0.307, 0.399, 0.245, 0.295]}

---

{"formula": "C4H9NO2", "method": "ωB97M-V with the def2-TZVPD basis set", "relative_energy_ev": 0.4899, "e_tot_ev": -9879.5707, "elements": ["C", "C", "N", "C", "O", "O", "C", "H", "H", "H", "H", "H", "H", "H", "H", "H"], "xyz": [[-0.77994, -2.03387, -0.90711], [0.10207, -1.84491, 0.32276], [0.77170, -0.55617, 0.30687], [0.06333, 0.59668, 0.50069], [-0.96968, 0.71731, 1.12339], [0.72715, 1.60326, -0.11672], [0.35108, 2.92531, 0.23537], [-0.18705, -1.93365, -1.82422], [-1.25415, -3.01985, -0.91329], [-1.56136, -1.26693, -0.91911], [-0.48649, -1.91143, 1.24183], [0.87990, -2.61484, 0.37060], [1.51434, -0.44764, -0.36864], [0.86268, 3.56785, -0.48301], [-0.73093, 3.06798, 0.18171], [0.69734, 3.15090, 1.24887]], "atomic_forces_ev_per_a": [[-0.05, -0.01, -0.03], [-0.05, -0.14, 0.05], [-0.05, 0.10, -0.10], [-0.06, -0.13, 0.08], [0.43, -0.01, -0.26], [0.01, -0.06, 0.07], [-0.06, 0.31, 0.09], [-0.09, -0.04, 0.14], [0.03, 0.12, 0.02], [0.07, -0.15, -0.02], [0.07, 0.03, -0.14], [-0.15, 0.11, 0.02], [-0.03, -0.04, 0.08], [-0.13, -0.02, 0.14], [0.15, -0.07, -0.02], [-0.09, 0.02, -0.12]], "mulliken_charge": [-1.034, -0.423, -0.224, 0.652, -0.602, -0.353, -0.624, 0.285, 0.357, 0.292, 0.296, 0.323, 0.257, 0.222, 0.297, 0.278]}

---

{"formula": "C15H16F6N4O3PtS", "method": "ωB97M-V with the def2-TZVPD basis set", "relative_energy_ev": 0.0000, "e_tot_ev": -58306.0628, "elements": ["Pt", "N", "C", "S", "N", "N", "C", "C", "C", "C", "C", "C", "C", "O", "H", "H", "H", "H", "H", "H", "H", "N", "C", "O", "C", "C", "H", "H", "H", "H", "H", "H", "C", "C", "O", "C", "F", "F", "F", "C", "F", "F", "F", "H", "H", "H"], "xyz": [[0.40735, 0.29447, -0.76953], [3.07867, 0.44455, -4.07264], [2.43131, 0.15157, -2.91309], [0.68149, -0.01146, -3.00378], [3.11742, 0.00664, -1.82835], [2.29320, -0.35987, -0.76273], [2.75626, -1.21212, 0.07827], [1.95987, -1.93312, 1.03322], [2.60460, -2.54086, 2.12469], [1.93465, -3.38274, 2.97538], [0.59108, -3.67869, 2.70165], [-0.05642, -3.13082, 1.62278], [0.58945, -2.21284, 0.75904], [-0.07088, -1.71568, -0.24487], [2.55679, 0.40756, -4.92992], [4.05830, 0.21956, -4.11837], [3.81290, -1.44580, -0.02589], [3.65685, -2.33175, 2.28471], [2.43783, -3.83021, 3.82095], [0.05238, -4.36127, 3.34807], [-1.08764, -3.37702, 1.40542], [0.22541, 2.54937, 2.67078], [0.31709, 2.04658, 1.44136], [0.33753, 0.80466, 1.29155], [0.35269, 2.96342, 0.25848], [0.96320, 2.24759, -0.94945], [0.11320, 1.92088, 3.44945], [0.15263, 3.53926, 2.82056], [0.86374, 3.89715, 0.50583], [-0.69377, 3.19408, 0.04547], [2.05270, 2.29272, -0.93277], [0.59837, 2.68325, -1.87608], [-2.70113, -0.47079, 0.51107], [-2.65311, 0.53308, -0.63969], [-1.43022, 1.11014, -0.90529], [-3.17635, -0.15111, -1.92291], [-4.35872, -0.76462, -1.73889], [-3.32604, 0.70543, -2.94086], [-2.30118, -1.08765, -2.31724], [-3.55346, 1.73470, -0.26771], [-4.84040, 1.39256, -0.10577], [-3.51119, 2.72590, -1.16067], [-3.13543, 2.25870, 0.90763], [-2.19550, -1.38438, 0.21292], [-3.73025, -0.69070, 0.79100], [-2.17528, -0.05030, 1.36626]], "atomic_forces_ev_per_a": [[-0.06, 0.01, -0.05], [-0.02, -0.02, -0.01], [0.01, 0.00, 0.01], [-0.02, 0.03, 0.04], [0.01, 0.00, 0.01], [0.02, -0.06, -0.04], [0.00, 0.01, 0.04], [0.01, -0.01, -0.02], [0.00, 0.00, -0.01], [0.01, -0.01, 0.01], [-0.01, 0.00, 0.00], [0.01, 0.00, -0.01], [0.00, 0.01, 0.00], [0.01, -0.03, -0.01], [0.00, 0.01, 0.01], [0.00, 0.01, 0.00], [0.01, 0.00, 0.01], [0.00, 0.00, 0.00], [0.00, 0.00, 0.00], [0.00, 0.00, 0.00], [0.00, 0.00, 0.00], [0.01, 0.01, 0.00], [-0.10, 0.00, 0.01], [0.05, 0.04, 0.00], [0.00, -0.03, -0.01], [0.01, -0.02, 0.01], [0.00, 0.00, 0.00], [0.00, 0.00, 0.00], [0.01, 0.00, 0.01], [0.00, 0.01, 0.01], [0.00, 0.02, -0.01], [-0.02, -0.02, 0.00], [-0.01, -0.01, -0.01], [-0.02, 0.01, 0.05], [0.05, 0.03, -0.05], [0.01, 0.02, 0.00], [-0.03, -0.01, 0.01], [0.00, 0.02, -0.02], [0.03, -0.02, 0.00], [0.01, -0.02, 0.01], [-0.04, -0.02, 0.01], [0.00, 0.02, -0.04], [0.02, 0.01, 0.03], [0.00, 0.01, 0.01], [0.00, 0.00, 0.00], [0.00, -0.01, 0.00]], "mulliken_charge": [1.916, -0.446, 0.681, -0.623, -1.181, 0.927, -0.203, 0.560, -0.722, -0.716, -0.484, -0.789, 0.695, -1.001, 0.217, 0.255, 0.456, 0.430, 0.393, 0.383, 0.451, -0.446, 0.622, -0.675, -0.639, -1.373, 0.247, 0.199, 0.549, 0.205, 0.597, 0.517, -2.041, 1.272, -0.805, 0.504, -0.301, -0.273, -0.196, 0.388, -0.274, -0.254, -0.281, 0.396, 0.495, 0.367]}

---

{"formula": "C8H16AlFO10P", "method": "ωB97M-V with the def2-TZVPD basis set", "total_charge": -1, "relative_energy_ev": 0.0000, "e_tot_ev": -47634.1758, "elements": ["Al", "P", "O", "O", "O", "O", "F", "C", "C", "O", "C", "O", "O", "C", "H", "H", "H", "H", "H", "H", "H", "H", "C", "C", "O", "C", "O", "O", "C", "H", "H", "H", "H", "H", "H", "H", "H"], "xyz": [[8.39644, -10.25357, -12.15027], [6.53806, -8.61218, -13.85799], [7.76702, -9.12471, -14.65119], [7.09792, -8.05783, -12.52156], [5.99482, -9.98784, -13.33199], [5.60448, -7.81288, -14.68941], [9.92115, -12.10944, -10.79262], [14.02060, -11.43336, -12.23079], [12.78695, -12.14126, -12.68534], [12.54288, -11.96091, -14.10200], [11.43867, -11.29453, -14.43033], [10.80888, -10.62584, -13.65710], [11.17302, -11.48226, -15.71567], [10.36362, -10.50048, -16.35933], [14.13426, -11.55662, -11.15108], [14.07923, -10.36191, -12.42897], [14.95827, -11.80760, -12.65903], [11.92333, -11.77089, -12.12409], [12.70930, -13.21001, -12.48898], [9.58093, -10.95469, -16.96286], [10.99060, -9.96214, -17.07559], [9.92268, -9.78647, -15.66853], [8.78277, -5.76921, -9.49136], [7.77599, -6.68216, -8.83025], [8.42754, -7.64855, -7.97507], [9.05206, -8.66579, -8.53094], [9.10385, -8.87622, -9.71862], [9.67127, -9.40027, -7.62805], [10.47994, -10.47565, -8.14360], [9.45818, -6.34878, -10.11313], [9.35865, -5.12269, -8.82357], [8.20382, -5.04559, -10.07342], [7.31268, -7.24588, -9.64394], [7.03435, -6.21080, -8.19547], [9.82910, -11.24203, -8.56348], [11.01710, -10.89654, -7.29780], [11.16928, -10.14056, -8.91327]], "atomic_forces_ev_per_a": [[-0.45, 0.49, -0.33], [0.43, -0.42, -0.84], [0.50, -0.58, 0.54], [0.78, 0.01, 0.74], [0.46, -0.86, 0.21], [-0.28, 0.31, 0.65], [-0.83, 1.12, -0.80], [1.43, -0.12, 0.21], [-1.43, 0.38, 0.36], [0.10, -0.40, -0.22], [0.34, -0.17, 0.32], [-0.77, 0.62, 0.23], [0.26, -0.14, -0.13], [-0.19, 0.78, -0.64], [-0.17, -0.02, 0.01], [-0.68, 0.01, -0.08], [-0.22, -0.32, -0.13], [0.01, 0.20, -0.15], [0.76, -0.10, -0.18], [-0.05, -0.39, 0.38], [0.18, -0.02, 0.18], [-0.09, -0.21, 0.15], [-0.35, 0.93, 0.32], [0.59, -0.91, -0.78], [-0.10, 0.17, 1.15], [0.40, -0.06, -0.68], [-0.22, -0.12, -0.78], [0.14, 0.28, 0.70], [-0.42, -0.55, -0.09], [-0.09, 0.10, -0.19], [0.03, -0.41, 0.36], [0.14, -0.29, -0.43], [-0.35, 0.12, 0.16], [0.06, 0.17, -0.02], [0.18, 0.04, -0.28], [-0.01, 0.24, 0.12], [-0.09, 0.12, -0.03]], "mulliken_charge": [1.141, 0.479, -0.322, -0.271, -0.431, -0.736, -0.765, -1.196, 0.032, -0.364, 0.812, -0.593, -0.353, -0.560, 0.362, 0.288, 0.323, 0.153, 0.296, 0.221, 0.250, 0.313, -1.074, -0.113, -0.393, 0.713, -0.540, -0.370, -0.591, 0.245, 0.331, 0.352, 0.262, 0.300, 0.312, 0.224, 0.267]}

---

{"formula": "C3H4N2O", "method": "ωB97M-V with the def2-TZVPD basis set", "relative_energy_ev": 1.7570, "e_tot_ev": -8202.1284, "elements": ["H", "N", "C", "O", "C", "C", "N", "H", "H", "H"], "xyz": [[-2.78509, 1.05277, -0.02464], [-1.95757, 1.17196, -0.60150], [-1.04760, 0.39419, -0.22328], [0.15042, 0.44076, -0.86280], [1.18614, -0.40032, -0.41183], [1.24883, -0.55590, 1.05648], [1.33337, -0.66853, 2.20723], [-1.07119, -0.32886, 0.59992], [2.12014, 0.07265, -0.72444], [1.12995, -1.39492, -0.87133]], "atomic_forces_ev_per_a": [[0.01, -0.04, -0.04], [0.17, -0.26, 0.16], [-0.07, 0.11, -0.01], [-0.01, 0.16, -0.07], [0.22, -0.14, 0.10], [0.19, -0.09, 1.37], [-0.15, 0.11, -1.51], [-0.19, 0.11, -0.07], [-0.11, -0.11, -0.03], [-0.05, 0.13, 0.08]], "mulliken_charge": [0.264, -0.549, 0.186, -0.368, -0.220, 0.239, -0.353, 0.282, 0.257, 0.262]}

---

{"formula": "C13H19Cl2NO", "method": "ωB97M-V with the def2-TZVPD basis set", "relative_energy_ev": 0.0817, "e_tot_ev": -42371.6727, "elements": ["C", "C", "C", "C", "N", "C", "C", "C", "O", "C", "C", "C", "C", "C", "Cl", "C", "Cl", "H", "H", "H", "H", "H", "H", "H", "H", "H", "H", "H", "H", "H", "H", "H", "H", "H", "H", "H"], "xyz": [[-6.17507, -0.69234, -1.95222], [-5.77667, -1.36147, -0.64264], [-6.10193, -0.51193, 0.58623], [-5.20164, 0.71393, 0.72083], [-3.80936, 0.31882, 0.81182], [-2.89858, 1.43349, 0.96562], [-1.45446, 0.94362, 1.02623], [-1.07511, 0.20371, -0.25764], [0.19936, -0.40390, -0.17717], [1.31673, 0.34784, -0.27939], [1.36915, 1.70267, -0.59249], [2.58689, 2.35468, -0.68910], [3.77448, 1.68359, -0.47601], [3.73818, 0.33193, -0.16366], [5.20776, -0.52230, 0.10457], [2.52618, -0.33380, -0.06470], [2.46790, -2.01007, 0.32119], [-7.23460, -0.44388, -1.94871], [-5.98278, -1.35942, -2.78927], [-5.60658, 0.21988, -2.11018], [-4.70561, -1.56621, -0.65008], [-6.30491, -2.31377, -0.55705], [-7.14157, -0.18110, 0.54067], [-5.98748, -1.12730, 1.48250], [-5.52493, 1.30564, 1.59785], [-5.30461, 1.35432, -0.15946], [-3.69297, -0.32510, 1.59026], [-3.11448, 2.03628, 1.86739], [-3.02852, 2.08641, 0.09560], [-1.33242, 0.25732, 1.86692], [-0.78734, 1.79207, 1.18820], [-1.13923, 0.86949, -1.12568], [-1.77101, -0.62432, -0.40782], [0.46266, 2.25794, -0.76889], [2.60486, 3.40534, -0.93392], [4.72313, 2.18904, -0.54790]], "atomic_forces_ev_per_a": [[0.11, -0.16, 0.17], [-0.18, 0.06, 0.04], [0.25, 0.05, -0.17], [-0.22, -0.05, 0.13], [0.01, -0.15, 0.10], [0.21, 0.07, 0.15], [-0.06, -0.02, -0.34], [-0.42, 0.15, 0.21], [0.38, -0.01, -0.01], [0.22, -0.02, 0.01], [-0.28, -0.14, 0.00], [0.12, -0.09, 0.03], [0.01, 0.00, 0.00], [-0.25, 0.07, -0.02], [0.21, 0.02, 0.00], [-0.12, -0.08, 0.02], [-0.03, -0.08, 0.02], [-0.12, 0.06, -0.05], [0.00, 0.01, -0.13], [0.04, 0.14, -0.10], [-0.02, -0.12, 0.00], [0.07, -0.05, 0.00], [-0.06, -0.03, 0.08], [-0.07, 0.02, 0.09], [0.04, -0.01, -0.16], [-0.04, 0.05, 0.04], [0.00, 0.04, -0.05], [0.01, -0.01, -0.18], [0.00, 0.06, 0.06], [0.05, 0.00, 0.06], [0.01, -0.03, 0.07], [0.00, -0.05, 0.00], [0.12, 0.16, -0.07], [-0.12, 0.02, 0.00], [0.00, 0.10, -0.02], [0.11, 0.03, 0.00]], "mulliken_charge": [-1.159, -0.193, -0.766, -0.820, 0.011, -0.871, -0.471, -0.577, -0.470, 0.747, -0.545, -0.757, -0.546, 0.443, -0.205, 0.176, -0.185, 0.295, 0.353, 0.290, 0.149, 0.327, 0.371, 0.310, 0.337, 0.387, 0.213, 0.369, 0.380, 0.294, 0.435, 0.303, 0.263, 0.334, 0.363, 0.416]}

---

{"formula": "C4H10N2O2", "method": "ωB97M-V with the def2-TZVPD basis set", "relative_energy_ev": 0.4370, "e_tot_ev": -11386.4658, "elements": ["C", "C", "N", "O", "H", "H", "H", "H", "H", "C", "C", "N", "O", "H", "H", "H", "H", "H"], "xyz": [[-1.54818, -0.49324, -2.87780], [-0.21967, 0.08138, -2.43948], [0.49414, 0.76477, -3.41542], [0.30473, -0.16085, -1.37625], [-2.13522, -0.72474, -1.99513], [-1.36555, -1.43591, -3.38810], [-2.05643, 0.20866, -3.53595], [1.36420, 1.07091, -3.02272], [0.13835, 1.10769, -4.29730], [-1.10677, -0.16553, 2.84831], [0.38631, -0.01644, 2.76489], [0.87293, 0.04450, 1.47388], [1.16167, -0.07673, 3.70138], [-1.51032, -0.65248, 1.96141], [-1.62442, 0.76587, 3.05290], [-1.28898, -0.87636, 3.65629], [1.85451, 0.09426, 1.26746], [0.29670, -0.13950, 0.66249]], "atomic_forces_ev_per_a": [[0.21, 0.34, 0.39], [0.31, -0.25, -1.79], [-0.62, -0.49, 1.14], [-0.08, 0.10, 0.49], [-0.16, 0.15, 0.01], [0.07, 0.02, -0.20], [-0.20, -0.17, -0.03], [0.37, 0.42, -0.50], [0.06, -0.14, 0.44], [-0.14, -0.76, 0.45], [1.56, -0.71, -1.41], [-0.84, 0.13, -0.02], [-0.60, 0.45, 0.35], [0.01, 0.34, -0.21], [0.03, 0.10, -0.01], [-0.10, 0.30, 0.19], [0.12, -0.04, 0.48], [0.01, 0.20, 0.24]], "mulliken_charge": [-0.927, 0.623, -0.419, -0.655, 0.249, 0.259, 0.340, 0.243, 0.196, -0.876, 0.649, -0.269, -0.630, 0.295, 0.228, 0.276, 0.196, 0.220]}

---

{"formula": "C4H7NO2", "method": "ωB97M-V with the def2-TZVPD basis set", "relative_energy_ev": 0.7967, "e_tot_ev": -9846.4830, "elements": ["C", "C", "C", "O", "C", "O", "N", "H", "H", "H", "H", "H", "H", "H"], "xyz": [[-0.26113, 0.82754, 1.59990], [0.03466, 0.56130, 0.12716], [0.33737, -0.88549, -0.29211], [-1.03614, -0.97527, -0.87895], [-1.23501, 0.35100, -0.70452], [-2.12330, 1.02226, -1.12988], [1.38806, -1.05425, -1.23025], [-1.00158, 0.12034, 1.99108], [0.65311, 0.73928, 2.19309], [-0.65926, 1.83993, 1.72559], [0.75558, 1.28640, -0.26280], [0.42801, -1.64473, 0.49014], [1.49103, -0.27587, -1.88041], [1.22860, -1.91244, -1.74804]], "atomic_forces_ev_per_a": [[0.04, -0.04, 0.02], [0.01, -0.02, 0.04], [0.06, -0.03, 0.21], [0.17, -0.23, -0.18], [0.00, 0.57, -0.19], [0.18, -0.21, 0.30], [-0.24, 0.04, -0.06], [0.14, 0.10, -0.08], [-0.11, 0.02, -0.04], [0.06, -0.19, -0.03], [-0.21, -0.05, -0.06], [-0.18, 0.20, -0.06], [-0.21, -0.26, 0.17], [0.29, 0.10, -0.04]], "mulliken_charge": [-1.432, 0.301, 0.020, -0.367, 0.432, -0.567, -0.582, 0.337, 0.362, 0.355, 0.321, 0.313, 0.255, 0.254]}

---

Number 1: Kohn-Sham gap 4.6 eV. Number 2: Kohn-Sham gap 10.8 eV. Number 3: Kohn-Sham gap 7.6 eV. Number 4: Kohn-Sham gap 4.6 eV. Number 5: Kohn-Sham gap 11.4 eV. Number 6: Kohn-Sham gap 9.5 eV. Number 7: Kohn-Sham gap 9.8 eV. Number 8: Kohn-Sham gap 11.2 eV.